[1]
DFT (wB97M-V/def2-TZVPD) results for a cluster of 11 separate species, C15H52N12O11 in total at a distorted geometry.

Each line ends with the Löwdin charge.
Element x y z (Å)
N: 5.286 17.531 19.890  0.167
C: 6.033 16.616 19.330  -0.657
N: 6.921 16.161 20.110  0.144
O: 5.940 16.245 18.007  -0.128
H: 4.391 17.594 19.315  0.152
H: 5.149 17.384 20.867  0.051
H: 7.609 15.633 19.514  0.091
H: 7.188 16.626 20.931  0.073
N: 10.298 14.995 22.563  0.141
C: 8.960 15.181 22.491  -0.493
N: 8.274 14.081 22.296  0.179
O: 8.349 16.434 22.697  -0.115
H: 10.878 15.779 22.884  0.055
H: 10.705 14.038 22.549  0.055
H: 7.279 14.240 22.251  0.041
H: 8.613 13.156 22.026  0.033
N: 4.812 14.252 23.593  0.187
C: 5.202 14.959 22.637  -0.636
N: 5.710 14.218 21.722  0.133
O: 4.950 16.322 22.533  -0.108
H: 4.436 14.739 24.378  0.122
H: 4.971 13.229 23.544  0.103
H: 6.189 14.694 20.935  0.091
H: 5.717 13.207 21.786  0.075
N: 11.282 12.515 22.284  0.137
C: 10.602 12.174 21.227  -0.587
N: 9.352 11.738 21.478  0.133
O: 11.136 12.275 19.997  -0.046
H: 12.314 12.573 21.998  0.193
H: 10.977 12.128 23.209  0.166
H: 8.771 11.292 20.737  0.154
H: 9.097 11.496 22.470  0.103
N: 10.886 15.623 19.933  0.155
C: 12.047 15.593 19.440  -0.638
N: 12.697 14.545 19.839  0.180
O: 12.540 16.628 18.659  -0.125
H: 10.347 16.383 19.680  0.107
H: 10.616 15.181 20.861  0.088
H: 13.574 14.499 19.470  0.081
H: 12.133 13.706 19.968  0.045
N: 6.554 9.755 23.781  0.133
C: 6.583 11.081 23.521  -0.564
N: 7.701 11.624 24.053  0.119
O: 5.757 11.768 22.756  -0.068
H: 5.811 9.174 23.246  0.164
H: 6.747 9.301 24.675  0.116
H: 7.986 12.624 23.859  0.103
H: 8.345 11.152 24.774  0.165
C: 6.878 13.274 18.090  -0.050
C: 8.011 13.212 19.146  -0.330
O: 8.540 14.465 19.055  -0.071
H: 7.086 13.626 17.122  0.072
H: 5.998 13.784 18.510  0.066
H: 6.438 12.281 18.012  0.067
H: 8.635 12.426 18.767  0.101
H: 7.721 12.916 20.121  0.058
H: 9.442 14.385 19.369  0.057
C: 11.623 17.127 26.788  -0.064
C: 12.502 15.861 26.628  -0.307
O: 12.013 15.047 25.592  -0.099
H: 12.080 17.590 27.697  0.088
H: 10.539 16.966 26.970  0.052
H: 11.737 17.862 26.029  0.033
H: 12.528 15.232 27.510  0.101
H: 13.588 16.143 26.441  0.131
H: 12.373 15.555 24.876  0.011
C: 8.877 19.888 24.443  -0.069
C: 7.581 19.110 24.133  -0.278
O: 6.771 19.676 23.044  -0.078
H: 8.606 20.683 25.124  0.067
H: 9.439 20.263 23.540  0.093
H: 9.587 19.259 24.953  0.029
H: 7.053 19.106 25.064  0.100
H: 7.703 18.116 23.904  0.025
H: 7.386 19.570 22.296  0.079
C: 8.048 16.608 26.982  -0.073
C: 7.799 15.904 25.644  -0.349
O: 7.260 14.653 25.842  -0.097
H: 8.617 15.931 27.651  0.087
H: 7.091 16.911 27.438  0.082
H: 8.500 17.563 26.763  0.048
H: 8.671 15.770 25.003  0.090
H: 7.015 16.423 25.085  0.104
H: 6.287 14.690 25.709  0.082
C: 11.245 17.586 23.528  -0.172
O: 12.329 16.714 23.464  -0.139
H: 10.771 17.534 22.521  0.103
H: 11.417 18.614 23.863  0.096
H: 10.566 17.025 24.131  0.057
H: 12.842 17.016 22.697  0.127

Summary:
HOMO   -8.1 eV
E_LUMO   -1.07 eV
Total charge   0
Energy   -2087.3056 hartree
Molar mass   576.65 u
Gap between HOMO and LUMO   7.1 eV
Energy relative to the best compared isomer or geometry (same formula, charge and spin)   891.5 kJ/mol

=====

[2]
DFT (wB97M-V/def2-TZVPD) results for a cluster of 11 separate species, C15H52O15 in total at a distorted geometry.

Each line ends with the Löwdin charge.
Element x y z (Å)
O: -0.637 1.265 3.365  -0.056
C: -0.709 2.642 3.433  -0.294
C: 0.504 3.248 2.902  -0.201
O: 0.682 2.902 1.492  -0.110
H: -0.620 1.070 2.403  0.027
H: -1.531 3.049 2.883  0.109
H: -0.797 2.982 4.447  0.123
H: 1.371 2.914 3.434  0.115
H: 0.528 4.360 2.879  0.132
H: 1.533 2.455 1.340  0.039
O: -4.287 -3.406 2.947  -0.077
C: -3.623 -2.261 2.416  -0.250
C: -4.184 -1.732 1.119  -0.258
O: -4.032 -2.514 -0.033  -0.054
H: -5.084 -3.130 3.460  0.106
H: -3.578 -1.443 3.120  0.118
H: -2.579 -2.557 2.407  0.113
H: -3.754 -0.749 0.884  0.105
H: -5.275 -1.454 1.296  0.133
H: -4.047 -3.439 0.177  0.071
O: 3.003 -3.019 -3.158  -0.080
C: 3.859 -2.745 -2.067  -0.226
C: 3.265 -1.561 -1.358  -0.241
O: 1.866 -1.688 -1.152  -0.059
H: 2.542 -3.871 -3.024  0.115
H: 3.882 -3.638 -1.339  0.145
H: 4.880 -2.599 -2.410  0.117
H: 3.362 -0.682 -2.018  0.114
H: 3.746 -1.357 -0.396  0.108
H: 1.673 -2.157 -0.370  0.011
O: 0.643 -1.490 2.592  -0.066
C: 1.770 -2.056 3.216  -0.241
C: 2.945 -2.287 2.302  -0.249
O: 2.967 -3.565 1.653  -0.084
H: 0.886 -0.581 2.435  0.075
H: 2.080 -1.530 4.143  0.130
H: 1.453 -3.057 3.586  0.140
H: 3.881 -2.295 2.908  0.126
H: 3.044 -1.398 1.563  0.123
H: 2.085 -3.608 1.212  0.052
C: 0.346 2.033 -3.726  -0.161
O: 1.607 1.450 -3.964  -0.113
H: -0.481 1.389 -3.444  0.069
H: 0.472 2.597 -2.805  0.037
H: 0.086 2.687 -4.542  0.077
H: 1.530 0.588 -4.363  0.012
C: -4.357 3.160 0.531  -0.170
O: -3.050 2.759 0.614  -0.169
H: -4.545 4.098 1.121  0.093
H: -4.634 3.224 -0.505  0.075
H: -5.061 2.471 1.043  0.086
H: -2.421 3.313 0.037  0.071
C: -0.709 -3.872 -0.160  -0.119
O: 0.336 -3.327 0.605  -0.149
H: -0.306 -4.708 -0.723  0.087
H: -1.548 -4.295 0.390  0.075
H: -1.155 -3.115 -0.791  0.075
H: 0.002 -2.644 1.209  0.064
C: -0.861 0.309 -0.303  -0.100
O: -1.358 0.742 0.960  -0.158
H: -0.512 1.187 -0.971  0.093
H: -0.023 -0.358 -0.125  0.055
H: -1.691 -0.250 -0.809  0.093
H: -2.023 1.432 0.841  0.029
C: 0.014 -1.477 -4.215  -0.119
O: 1.310 -1.128 -4.698  -0.124
H: -0.683 -0.938 -4.886  0.095
H: -0.132 -2.547 -4.244  0.079
H: -0.146 -1.083 -3.218  0.062
H: 1.931 -1.645 -4.215  0.030
C: -0.394 4.875 -1.409  -0.074
O: -1.123 4.199 -0.343  -0.161
H: 0.591 4.502 -1.479  0.051
H: -0.965 4.766 -2.304  0.074
H: -0.465 5.945 -1.146  0.090
H: -0.572 3.809 0.369  0.060
C: 2.701 1.753 -0.809  -0.127
O: 2.899 1.638 0.604  -0.124
H: 2.322 2.746 -1.141  0.080
H: 3.676 1.630 -1.307  0.096
H: 1.904 1.075 -1.136  0.065
H: 3.773 1.991 0.769  0.092

Summary:
HOMO   -9.7 eV
E_LUMO   0.39 eV
Total charge   0
Energy   -1731.1155 hartree
Molar mass   472.57 u
Gap between HOMO and LUMO   10.0 eV
Energy relative to the best compared isomer or geometry (same formula, charge and spin)   108.4 kJ/mol

=====

[3]
DFT (wB97M-V/def2-TZVPD) results for a cluster of 12 separate species, C15H54N14O12 in total at a distorted geometry.

Each line ends with the Löwdin charge.
Element x y z (Å)
N: 2.717 -1.350 -0.814  0.147
C: 2.957 -2.100 -1.858  -0.597
N: 1.873 -2.613 -2.429  0.151
O: 4.204 -2.403 -2.406  -0.123
H: 3.563 -1.019 -0.380  0.054
H: 1.861 -1.417 -0.268  0.100
H: 2.152 -3.252 -3.272  0.180
H: 0.947 -2.714 -2.044  0.077
N: 0.658 3.440 0.128  0.198
C: 1.693 2.820 0.700  -0.606
N: 2.291 1.927 -0.003  0.184
O: 2.152 3.265 1.888  -0.091
H: 0.087 3.227 -0.695  0.052
H: 0.249 4.116 0.692  0.077
H: 3.109 1.643 0.319  0.012
H: 2.046 1.612 -0.972  0.087
N: 4.670 1.336 1.345  0.157
C: 4.482 0.051 1.510  -0.533
N: 5.045 -0.744 0.568  0.133
O: 3.815 -0.488 2.659  -0.137
H: 4.530 1.996 2.119  0.150
H: 5.434 1.465 0.727  0.114
H: 5.103 -1.746 0.796  0.147
H: 5.619 -0.343 -0.193  0.142
N: -1.267 3.475 -1.867  0.110
C: -1.243 2.167 -2.002  -0.593
N: -0.571 1.767 -3.020  0.135
O: -2.058 1.370 -1.243  -0.053
H: -0.859 4.316 -2.386  0.172
H: -1.907 3.861 -1.106  0.079
H: -0.541 0.679 -3.284  0.085
H: -0.275 2.406 -3.707  0.097
N: -2.945 4.854 0.084  0.092
C: -3.665 3.747 0.282  -0.699
N: -4.580 3.690 -0.546  0.198
O: -3.351 2.891 1.284  -0.055
H: -2.048 4.849 0.632  0.134
H: -3.144 5.637 -0.589  0.146
H: -5.184 2.936 -0.381  0.100
H: -4.608 4.124 -1.519  0.181
N: 2.770 2.529 -3.407  0.153
C: 3.048 1.365 -2.841  -0.625
N: 1.999 0.684 -2.439  0.085
O: 4.323 0.879 -2.669  -0.099
H: 3.604 3.034 -3.800  0.149
H: 1.847 2.615 -3.859  0.099
H: 2.219 -0.177 -1.807  0.077
H: 1.038 1.054 -2.590  0.062
N: -0.338 -0.823 -3.556  0.116
C: -1.214 -1.453 -2.801  -0.657
N: -0.881 -1.597 -1.568  0.178
O: -2.333 -1.970 -3.311  -0.064
H: -0.657 -0.730 -4.556  0.176
H: 0.641 -0.792 -3.262  0.085
H: -1.568 -2.005 -0.919  0.053
H: -0.351 -0.892 -1.041  0.073
C: 1.633 -3.186 1.850  -0.098
C: 1.883 -4.640 1.489  -0.332
O: 1.999 -4.819 0.097  -0.088
H: 2.435 -2.545 1.488  0.046
H: 1.479 -2.960 2.937  0.109
H: 0.742 -2.863 1.384  0.032
H: 1.046 -5.231 1.916  0.101
H: 2.844 -4.931 2.002  0.125
H: 2.415 -5.688 -0.131  0.113
C: -2.410 -2.967 2.394  -0.062
C: -2.016 -3.868 1.256  -0.256
O: -2.100 -3.102 0.044  -0.105
H: -3.189 -2.260 2.213  0.054
H: -1.579 -2.339 2.767  0.071
H: -2.628 -3.644 3.217  0.084
H: -2.755 -4.657 1.021  0.127
H: -1.040 -4.345 1.431  0.099
H: -2.264 -3.866 -0.506  0.098
C: 0.192 0.087 2.489  -0.045
C: -0.538 0.153 1.135  -0.301
O: 0.480 0.041 0.205  -0.157
H: 0.840 0.991 2.622  0.086
H: 0.871 -0.783 2.465  0.047
H: -0.523 0.003 3.372  0.076
H: -1.045 1.133 1.108  0.104
H: -1.299 -0.621 0.962  0.097
H: 1.203 0.634 0.430  0.027
C: -2.924 0.710 3.933  -0.179
O: -4.193 1.339 4.008  -0.118
H: -2.793 -0.044 3.152  0.046
H: -2.779 0.218 4.884  0.074
H: -2.148 1.412 3.968  0.057
H: -4.017 2.305 4.038  0.086
C: -4.253 -0.404 0.156  -0.213
O: -4.601 0.785 -0.356  -0.115
H: -3.861 -0.292 1.203  0.078
H: -3.513 -0.829 -0.424  0.027
H: -5.003 -1.254 0.147  0.109
H: -3.753 1.126 -0.692  0.028

Summary:
HOMO   -9.0 eV
E_LUMO   -0.52 eV
Total charge   0
Energy   -2273.2521 hartree
Molar mass   622.68 u
Gap between HOMO and LUMO   8.5 eV
Energy relative to the best compared isomer or geometry (same formula, charge and spin)   299.7 kJ/mol